No. 1
Formula: C3H3FN2
Source: the Open Molecules 2025 dataset
Level of theory: wB97M-V/def2-TZVPD

## Properties
SMILES: Fc1cc[nH]n1
Energy relative to the best compared isomer or geometry (same formula, charge and spin) in kJ/mol: 157.6
E_HOMO in eV: -9.39
Calculated total energy in Eh: -325.4316

Each atom is followed by the atoms it is bonded to, with distances in Å.
Atoms and positions in Å:
1 C -0.441 0.612 -0.963  C2 1.385, N8 1.337, F9 1.318
2 C 0.146 -0.627 -0.773  C1 1.385, C3 1.437, H4 1.178
3 C 0.288 -0.832 0.642  C2 1.437, H5 1.154, N7 1.385
4 H 0.291 -1.473 -1.580  C2 1.178
5 H 0.760 -1.569 1.395  C3 1.154
6 H 0.146 0.873 1.941  N7 0.938
7 N 0.099 0.462 1.099  C3 1.385, H6 0.938, N8 1.274
8 N -0.324 1.261 0.201  C1 1.337, N7 1.274
9 F -0.964 1.292 -1.963  C1 1.318

No. 2
Formula: C24H28N4O3S
Source: the Open Molecules 2025 dataset
Level of theory: wB97M-V/def2-TZVPD

## Properties
SMILES: CCOCCCn1c(=S)[nH]c2cc(C(=O)N3CCN(c4ccccc4)CC3)ccc2c1=O
Energy relative to the best compared isomer or geometry (same formula, charge and spin) in kJ/mol: 1775.6
E_HOMO in eV: -8.24
Calculated total energy in Eh: -1773.6604

Each atom is followed by the atoms it is bonded to, with distances in Å.
Atoms and positions in Å:
1 C -5.801 2.681 2.087  C2 1.637, H58 0.989, H59 1.203, H60 1.094
2 C -5.056 1.736 0.978  C1 1.637, O3 1.319, H56 1.016, H57 0.954
3 O -4.637 0.597 1.495  C2 1.319, C4 1.571
4 C -5.764 -0.451 1.811  O3 1.571, C5 1.715, H54 1.210, H55 1.119
5 C -6.386 -1.314 0.465  C4 1.715, C6 1.340, H52 1.027, H53 1.198
6 C -5.459 -2.163 0.001  C5 1.340, N7 1.386, H50 1.081, H51 0.954
7 N -4.246 -1.519 -0.184  C6 1.386, C8 1.684, C17 1.432
8 C -4.143 -0.517 -1.533  N7 1.684, S9 1.656, N10 1.367
9 S -5.417 -0.325 -2.574  C8 1.656
10 N -2.944 0.133 -1.622  C8 1.367, C11 1.328, H49 1.174
11 C -1.956 0.345 -0.760  N10 1.328, C12 1.324, C16 1.631
12 C -0.886 1.048 -1.100  C11 1.324, C13 1.517, H48 0.862
13 C 0.319 0.698 -0.248  C12 1.517, C14 1.384, C21 1.568
14 C 0.281 0.108 1.004  C13 1.384, C15 1.449, H20 1.097
15 C -0.853 -0.792 1.057  C14 1.449, C16 1.302, H19 1.061
16 C -1.997 -0.762 0.437  C11 1.631, C15 1.302, C17 1.454
17 C -3.068 -1.733 0.601  N7 1.432, C16 1.454, O18 1.170
18 O -3.216 -2.439 1.522  C17 1.170
19 H -0.793 -1.340 1.964  C15 1.061
20 H 1.065 0.041 1.769  C14 1.097
21 C 1.404 1.816 -0.425  C13 1.568, O22 1.380, N23 1.306
22 O 1.196 3.112 0.002  C21 1.380
23 N 2.610 1.382 -0.672  C21 1.306, C24 1.481, C41 1.419
24 C 2.803 -0.080 -0.803  N23 1.481, H25 1.010, C26 1.549, H47 1.295
25 H 1.951 -0.540 -1.090  C24 1.010
26 C 4.043 -0.598 -0.032  C24 1.549, N27 1.277, H45 1.042, H46 1.076
27 N 5.161 -0.005 -0.204  C26 1.277, C28 1.314, C39 1.676
28 C 6.434 -0.220 0.039  N27 1.314, C29 1.328, C33 1.486
29 C 7.278 0.230 0.962  C28 1.328, C30 1.483, H38 1.190
30 C 8.640 -0.336 1.116  C29 1.483, C31 1.307, H37 0.984
31 C 8.938 -1.406 0.428  C30 1.307, C32 1.523, H36 1.090
32 C 7.950 -2.195 -0.422  C31 1.523, C33 1.338, H35 1.070
33 C 6.768 -1.570 -0.482  C28 1.486, C32 1.338, H34 1.225
34 H 6.003 -2.251 -1.154  C33 1.225
35 H 8.186 -3.186 -0.748  C32 1.070
36 H 9.942 -1.751 0.673  C31 1.090
37 H 9.357 0.230 1.483  C30 0.984
38 H 7.130 1.228 1.592  C29 1.190
39 C 4.880 1.618 0.102  N27 1.676, H40 1.050, C41 1.335, H44 1.112
40 H 5.690 2.279 0.000  C39 1.050
41 C 3.885 2.005 -0.698  N23 1.419, C39 1.335, H42 1.316, H43 1.178
42 H 3.395 3.184 -0.381  C41 1.316
43 H 4.066 1.984 -1.862  C41 1.178
44 H 4.526 1.586 1.156  C39 1.112
45 H 4.072 -1.609 -0.286  C26 1.042
46 H 3.745 -0.596 1.002  C26 1.076
47 H 3.303 -0.353 -1.967  C24 1.295
48 H -0.631 1.490 -1.794  C12 0.862
49 H -2.968 0.904 -2.506  N10 1.174
50 H -5.950 -2.402 -0.933  C6 1.081
51 H -5.126 -2.850 0.573  C6 0.954
52 H -7.246 -1.682 0.887  C5 1.027
53 H -6.572 -0.342 -0.211  C5 1.198
54 H -5.270 -1.232 2.592  C4 1.210
55 H -6.509 0.004 2.511  C4 1.119
56 H -5.845 1.695 0.340  C2 1.016
57 H -4.307 2.135 0.540  C2 0.954
58 H -5.283 2.791 2.921  C1 0.989
59 H -5.973 3.754 1.572  C1 1.203
60 H -6.671 2.291 2.624  C1 1.094

No. 3
Formula: C6H7N
Source: the Open Molecules 2025 dataset
Level of theory: wB97M-V/def2-TZVPD

## Properties
SMILES: N#CC1CC=CC1
Energy relative to the best compared isomer or geometry (same formula, charge and spin) in kJ/mol: 79.8
E_HOMO in eV: -9.80
Calculated total energy in Eh: -287.5568

Each atom is followed by the atoms it is bonded to, with distances in Å.
Atoms and positions in Å:
1 N -1.033 -2.586 1.712  C2 1.157
2 C -0.609 -1.581 1.325  N1 1.157, C3 1.465
3 C -0.075 -0.312 0.824  C2 1.465, C4 1.551, C7 1.551, H8 1.096
4 C -1.114 0.535 0.044  C3 1.551, C5 1.509, H9 1.098, H10 1.095
5 C -0.253 1.232 -0.982  C4 1.509, C6 1.331, H11 1.086
6 C 0.954 0.681 -1.082  C5 1.331, C7 1.509, H12 1.086
7 C 1.127 -0.486 -0.142  C3 1.551, C6 1.509, H13 1.098, H14 1.095
8 H 0.261 0.267 1.691  C3 1.096
9 H -1.864 -0.103 -0.441  C4 1.098
10 H -1.653 1.223 0.703  C4 1.095
11 H -0.619 2.060 -1.583  C5 1.086
12 H 1.730 0.989 -1.777  C6 1.086
13 H 1.068 -1.439 -0.685  C7 1.098
14 H 2.081 -0.480 0.395  C7 1.095

No. 4
Formula: C5H11NO
Source: the Open Molecules 2025 dataset
Level of theory: wB97M-V/def2-TZVPD

## Properties
SMILES: CC(C)[C@@]1(O)CN1
Energy relative to the best compared isomer or geometry (same formula, charge and spin) in kJ/mol: 321.9
E_HOMO in eV: -8.89
Calculated total energy in Eh: -327.0087

Each atom is followed by the atoms it is bonded to, with distances in Å.
Atoms and positions in Å:
1 C 1.814 -0.632 0.535  N4 1.472, C5 1.478, H10 1.084, H11 1.081
2 C -0.198 -0.729 -1.596  C6 1.845, H13 1.084, H14 1.083, H15 1.084
3 C -1.780 0.771 0.074  C6 1.517, H16 1.092, H17 1.091, H18 1.095
4 N 1.500 0.533 -0.308  C1 1.472, C5 1.474, H9 1.021
5 C 0.551 0.110 0.738  C1 1.478, N4 1.474, C6 1.493, O7 1.405
6 C -0.737 -0.329 0.123  C2 1.845, C3 1.517, C5 1.493, H12 1.093
7 O 0.534 0.924 1.883  C5 1.405, H8 0.963
8 H -0.243 0.701 2.407  O7 0.963
9 H 2.049 1.361 -0.072  N4 1.021
10 H 2.600 -0.511 1.271  C1 1.084
11 H 1.821 -1.582 0.020  C1 1.081
12 H -1.109 -1.232 0.615  C6 1.093
13 H -1.150 -0.580 -2.093  C2 1.084
14 H 0.028 -1.786 -1.521  C2 1.083
15 H 0.482 -0.189 -2.245  C2 1.084
16 H -1.408 1.618 -0.506  C3 1.092
17 H -2.697 0.407 -0.392  C3 1.091
18 H -2.056 1.146 1.065  C3 1.095